No. 1
A 2-piece molecular cluster, C16H35BNO2S2 overall at a distorted geometry, computed with ωB97M-V/def2-TZVPD.

Orbital gap   4.2 eV
Calculated total energy   -45091.2914 eV
F_max   1.50 eV/Å
LUMO level   2.0 eV
Total charge   -1
Spin multiplicity   1

Last column: natural (NBO) charge in e.
CARTESIAN COORDINATES (ANGSTROEM)
C 6.83121 -1.28458 0.04849  -0.608
C 7.16709 0.21204 0.16169  -0.388
C 5.93452 0.99927 0.61312  -0.426
C 5.06983 1.45098 -0.56949  -0.055
O 3.72466 0.96690 -0.42888  -0.698
B 2.81631 1.57307 -1.24454  0.815
C 1.28783 1.26214 -1.18926  -0.784
C 0.83137 0.29840 -0.06092  -0.406
C -0.04830 1.03891 0.94481  -0.387
C -0.94874 0.15812 1.82716  -0.217
N -2.16358 -0.30899 1.12686  -0.463
C -3.13656 0.79979 1.08001  -0.226
C -4.05347 0.78553 -0.15813  -0.400
C -5.43040 1.30301 0.21974  -0.401
C -6.39960 1.35965 -0.96156  -0.629
C -2.69727 -1.47688 1.60652  -0.071
S -4.28869 -1.73365 1.88413  -0.082
S -1.70823 -2.91259 1.99325  0.265
C -0.30388 -2.98681 0.84872  -0.552
C -0.61847 -3.35293 -0.62234  -0.408
C -2.09092 -3.52103 -0.97718  -0.611
H 5.82053 -1.40748 -0.32775  0.206
H 6.91548 -1.73064 1.03129  0.204
H 7.52466 -1.78421 -0.61805  0.204
H 7.91680 0.31804 0.93948  0.198
H 7.54579 0.58706 -0.78338  0.192
H 6.23521 1.87101 1.18339  0.203
H 5.31897 0.35597 1.23274  0.218
H 5.51056 1.10231 -1.49854  0.169
H 5.08242 2.53261 -0.60607  0.180
H 3.21269 2.37395 -2.04520  -0.121
H 1.01896 0.83049 -2.15365  0.246
H 0.75482 2.20871 -1.14856  0.244
H 0.26645 -0.49560 -0.52458  0.203
H 1.70954 -0.05842 0.46908  0.204
H -0.68250 1.71062 0.37556  0.206
H 0.54733 1.65268 1.61728  0.200
H -1.24919 0.77282 2.67464  0.193
H -0.35528 -0.64777 2.24108  0.207
H -2.57957 1.72624 1.00758  0.202
H -3.70865 0.88891 1.99845  0.205
H -4.09074 -0.22863 -0.54752  0.196
H -3.61074 1.45656 -0.88561  0.215
H -5.30095 2.29790 0.63515  0.210
H -5.80427 0.65626 1.00698  0.190
H -5.94714 1.01162 -1.88042  0.196
H -6.74604 2.37938 -1.07819  0.280
H -7.28314 0.75671 -0.75722  0.179
H 0.33196 -3.76038 1.26434  0.226
H 0.25088 -2.07323 0.94308  0.220
H -0.13276 -4.29966 -0.83434  0.195
H -0.17446 -2.60504 -1.27483  0.203
H -2.61400 -4.21406 -0.33410  0.218
H -2.13395 -3.91892 -1.98931  0.205
H -2.58959 -2.56109 -1.02714  0.218
O -5.56289 4.26788 -2.16969  -1.358
H -5.17187 3.39702 -2.27819  0.375

---

No. 2
A 7-piece molecular cluster, C16H35BrFN7O16 overall at a distorted geometry, computed with ωB97M-V/def2-TZVPD.

Orbital gap   9.5 eV
Calculated total energy   -133094.2004 eV
F_max   2.53 eV/Å
LUMO level   -0.2 eV
Structure (SMILES)   CC(=O)OCCCC(=O)O[C@@](N)(F)C[C@@H](C)Br.C[N+](=O)[O-].C[N+](=O)[O-].C[N+](=O)[O-].C[N+](=O)[O-].C[N+](=O)[O-].C[N+](=O)[O-]
Total charge   0
Spin multiplicity   1
Energy above the lowest of the compared OMol25 structures with the same formula, charge and spin   11.55 kcal per mole

Last column: Mulliken charge in e.
CARTESIAN COORDINATES (ANGSTROEM)
C 0.91304 -3.82619 -3.36023  -0.762
C -0.38920 -3.37152 -3.93847  0.719
O -0.85886 -3.85411 -4.94566  -0.586
O -1.01697 -2.37740 -3.25259  -0.077
C -2.38561 -2.65287 -2.91559  -0.841
C -2.64397 -2.35357 -1.44638  -0.701
C -1.56904 -2.88794 -0.48262  0.283
C -0.88575 -1.86697 0.38895  -0.194
O -0.49695 -2.20265 1.50744  -0.650
O -0.75666 -0.55022 0.00457  -0.029
C 0.58924 -0.20658 -0.47598  0.757
N 1.52123 -0.12590 0.59697  -0.317
F 0.96308 -1.18086 -1.33500  -0.264
C 0.45914 1.18775 -1.07429  -0.483
C 1.15179 1.45032 -2.39718  -0.022
C 2.59885 0.99266 -2.47929  -1.407
Br 0.14420 0.78749 -3.93350  -0.118
H 1.38976 -3.04722 -2.77826  0.133
H 1.58375 -4.09423 -4.16470  0.378
H 0.73635 -4.68756 -2.72412  0.126
H -3.00515 -1.98190 -3.50115  0.291
H -2.60317 -3.68830 -3.14733  0.429
H -2.83746 -1.30061 -1.27802  0.444
H -3.56940 -2.88323 -1.23108  0.316
H -0.84986 -3.48303 -1.03478  -0.144
H -2.04976 -3.54828 0.22294  0.587
H 1.79232 -1.03017 0.96187  0.301
H 1.08968 0.39972 1.34168  0.269
H -0.59631 1.41692 -1.18120  0.461
H 0.86172 1.89524 -0.36451  -0.405
H 1.14331 2.52465 -2.52636  0.464
H 3.05309 1.49416 -3.32543  0.451
H 2.62125 -0.06288 -2.72557  0.407
H 3.14819 1.20892 -1.57204  0.133
C -2.42101 0.31311 2.67597  -0.662
N -3.27342 1.40014 3.23141  1.021
O -2.97068 2.54457 2.99258  -0.560
O -4.22861 1.05547 3.89818  -0.625
H -1.61380 0.75652 2.10850  0.202
H -2.04180 -0.26258 3.51510  0.299
H -3.05032 -0.30157 2.04028  0.262
C 0.01026 5.82628 0.17797  -0.888
N 0.67760 4.50284 0.29049  0.629
O 1.52269 4.22017 -0.53082  -0.186
O 0.33152 3.78332 1.20296  -0.475
H 0.42318 6.34224 -0.68071  0.308
H -1.05274 5.64258 0.05705  0.332
H 0.20505 6.36461 1.10020  0.316
C 4.20956 6.29182 -2.69459  -0.826
N 3.16745 5.24678 -2.88474  0.956
O 3.47848 4.09814 -2.67173  -0.486
O 2.07066 5.62340 -3.23613  -0.545
H 5.12552 5.80750 -2.37966  0.334
H 4.33544 6.80001 -3.64537  0.300
H 3.84540 6.97813 -1.93679  0.288
C -0.24611 -6.47784 1.48378  -0.718
N -0.75919 -6.29013 0.09999  0.947
O -1.90095 -5.91121 -0.03290  -0.533
O 0.01042 -6.51475 -0.80834  -0.545
H -1.03951 -6.23245 2.17877  0.304
H 0.05860 -7.51538 1.57781  0.292
H 0.60381 -5.81360 1.60469  0.280
C -5.26814 -1.48489 5.71804  -0.531
N -4.55610 -2.78490 5.85358  0.899
O -3.71252 -3.05504 5.02498  -0.515
O -4.86572 -3.48915 6.78740  -0.554
H -4.88478 -0.97123 4.84651  0.178
H -6.32671 -1.70219 5.61536  0.282
H -5.07911 -0.91480 6.62207  0.272
C 3.83272 2.41043 1.49346  -0.549
N 4.86094 3.42637 1.14016  1.007
O 5.92704 3.03573 0.72294  -0.562
O 4.55338 4.58972 1.29114  -0.567
H 4.24094 1.42567 1.30432  0.324
H 3.59143 2.54353 2.54376  0.344
H 2.96329 2.59902 0.86922  0.006

---

No. 3
A 3-piece molecular cluster, C16H35FN3O3PSSi overall, computed with ωB97M-V/def2-TZVPD.

Orbital gap   8.5 eV
Calculated total energy   -58494.6541 eV
F_max   0.79 eV/Å
LUMO level   0.3 eV
Structure (SMILES)   C#CC[Si@](F)(N=C=O)P(O)(O)=S.CCN(CC)CC.CCN(CC)CC
Total charge   0
Spin multiplicity   1

Last column: natural (NBO) charge in e.
CARTESIAN COORDINATES (ANGSTROEM)
C 2.29959 3.38505 0.44831  -0.227
C 1.64301 4.34629 0.72378  -0.010
C 0.76362 5.46389 1.01170  -0.977
Si -0.80062 5.26486 0.00413  1.741
F -0.32940 4.96795 -1.48558  -0.638
N -1.73127 6.72142 -0.09280  -0.976
C -2.53582 7.01588 0.78166  0.897
O -3.33999 7.26537 1.57105  -0.454
P -1.98945 3.46350 0.62408  1.356
O -2.78495 2.95128 -0.67904  -0.966
O -0.91727 2.30289 0.90677  -0.981
S -3.05712 3.75264 2.19818  -0.594
H 2.83250 2.55229 0.06285  0.239
H 1.25386 6.35298 0.60906  0.276
H 0.56810 5.55598 2.07738  0.278
H -2.61498 3.53889 -1.43183  0.511
H -1.10266 1.97777 1.80648  0.526
C 0.17640 -1.84133 1.08416  -0.623
C 0.43632 -1.72775 2.57764  -0.214
N -0.66710 -1.12170 3.30302  -0.457
C -0.33073 -0.77580 4.67357  -0.207
C 0.00430 -1.91220 5.64785  -0.636
C -1.96591 -1.74514 3.10996  -0.219
C -2.11396 -3.22949 3.47183  -0.639
H -0.05683 -0.86346 0.65969  0.215
H 1.06947 -2.22179 0.58542  0.211
H -0.63968 -2.52651 0.85166  0.205
H 1.31556 -1.09379 2.72167  0.195
H 0.70489 -2.72243 2.96758  0.159
H -1.14809 -0.18130 5.09073  0.193
H 0.52763 -0.09723 4.63619  0.187
H -0.88724 -2.44731 5.97201  0.202
H 0.46881 -1.49861 6.54514  0.212
H 0.70242 -2.63180 5.21975  0.205
H -2.24578 -1.62213 2.06101  0.193
H -2.70943 -1.16393 3.66078  0.198
H -1.26722 -3.82470 3.12748  0.204
H -3.01074 -3.63361 2.99827  0.213
H -2.22656 -3.38121 4.54422  0.203
C 1.25005 -2.52176 -6.14893  -0.616
C 0.47481 -1.90068 -4.99679  -0.212
N 0.93674 -2.33452 -3.69147  -0.451
C 0.04600 -1.95098 -2.61047  -0.207
C -0.13579 -0.45975 -2.30914  -0.639
C 2.35367 -2.15298 -3.43174  -0.215
C 2.92868 -0.73181 -3.52197  -0.639
H 1.22240 -3.61074 -6.09484  0.211
H 0.80318 -2.21727 -7.09623  0.212
H 2.29197 -2.20066 -6.16580  0.201
H -0.57229 -2.19961 -5.09391  0.195
H 0.49592 -0.80448 -5.10839  0.156
H 0.37032 -2.45231 -1.69570  0.193
H -0.93823 -2.37587 -2.83272  0.189
H 0.72150 -0.04320 -1.78066  0.200
H -0.99769 -0.32185 -1.65285  0.216
H -0.31007 0.13425 -3.20686  0.204
H 2.90812 -2.78729 -4.12746  0.192
H 2.57637 -2.56902 -2.44577  0.195
H 2.55217 -0.18843 -4.38948  0.205
H 4.01559 -0.78146 -3.61465  0.210
H 2.71292 -0.14523 -2.62996  0.201

---

No. 4
C16H36BBrI2NOSi2 as an isolated structure, computed with ωB97M-V/def2-TZVPD.

Orbital gap   4.4 eV
Calculated total energy   -123393.0855 eV
F_max   0.99 eV/Å
LUMO level   0.8 eV
Total charge   -1
Spin multiplicity   1

Last column: natural (NBO) charge in e.
CARTESIAN COORDINATES (ANGSTROEM)
C -0.71870 3.53201 0.87428  -0.250
O -0.10546 3.49013 -0.39161  -0.541
C 1.06774 2.70647 -0.45409  -0.055
C 0.75690 1.23327 -0.69350  -0.430
C 1.87166 0.26466 -0.30484  -0.400
C 2.28199 0.32606 1.16945  -0.401
C 3.56333 1.13793 1.40842  -0.376
C 3.73969 1.58447 2.87590  -0.843
B 5.18403 1.41713 3.44086  0.726
Br 5.98706 -0.33728 3.25984  -0.099
C 5.96514 2.61885 4.05488  -0.581
I 6.02469 4.24996 2.69686  0.161
C 6.57288 2.76639 5.23754  -0.092
C 7.30938 3.98426 5.72272  -0.682
I 6.50268 1.22854 6.67540  0.162
H -1.65609 2.97553 0.87656  0.184
H -0.08000 3.11637 1.65426  0.160
H -0.94632 4.56746 1.12219  0.175
H 1.68465 2.86325 0.43266  0.149
H 1.62997 3.09421 -1.30380  0.180
H -0.18364 0.96264 -0.21622  0.218
H 0.57536 1.11428 -1.76189  0.217
H 1.50870 -0.73572 -0.53295  0.223
H 2.74239 0.42714 -0.94203  0.191
H 1.46187 0.67734 1.79427  0.196
H 2.49734 -0.69311 1.49649  0.206
H 3.54132 2.00940 0.75657  0.201
H 4.39471 0.52770 1.06449  0.204
H 3.04192 1.03585 3.51068  0.260
H 3.45876 2.63497 2.93217  0.234
H 7.38484 3.96975 6.80535  0.229
H 6.80043 4.89387 5.42667  0.236
H 8.32629 3.96334 5.33530  0.238
C -3.41566 0.73839 -2.24116  -1.118
Si -3.15618 -1.13728 -2.15799  1.829
C -2.61882 -1.50119 -0.36979  -1.130
C -1.64283 -1.49680 -3.25099  -1.131
N -4.55904 -1.91070 -2.63329  -1.735
Si -4.81702 -3.56035 -2.72226  1.829
C -4.65925 -4.48062 -1.06676  -1.131
C -3.68805 -4.47643 -3.94624  -1.131
C -6.58703 -3.88313 -3.32024  -1.115
H -2.51660 1.29089 -1.93780  0.200
H -3.67053 1.03749 -3.25997  0.221
H -4.23504 1.03296 -1.58167  0.219
H -1.84350 -0.79912 -0.03205  0.196
H -2.20815 -2.50920 -0.27125  0.215
H -3.47235 -1.40991 0.30448  0.224
H -1.90943 -1.39888 -4.30484  0.224
H -1.25913 -2.50667 -3.08503  0.215
H -0.82150 -0.79729 -3.04236  0.200
H -3.61608 -4.56080 -0.75091  0.214
H -5.05931 -5.50075 -1.13432  0.204
H -5.21346 -3.95140 -0.28922  0.222
H -3.65973 -3.94528 -4.89957  0.222
H -4.04569 -5.49686 -4.13636  0.204
H -2.66622 -4.55534 -3.56678  0.214
H -6.73848 -3.43333 -4.30378  0.220
H -7.30393 -3.43927 -2.62614  0.219
H -6.80252 -4.95625 -3.39654  0.199